1.
Entry from the OMol25 dataset: one molecule with the formula C5H9Cl at a distorted geometry (the ωB97M-V functional and the def2-TZVPD basis).

Summary:
ΔE to the lowest compared entry with this formula, charge and spin = 368.6 kJ/mol
maximum force = 6.26 eV/Å
lowest unoccupied orbital energy = 0.8 eV
frontier orbital gap = 0.343 Ha

Positions of all 15 atoms, in Å:
C1 -2.11 -0.62 0.00
C2 -1.48 0.75 -0.10
C3 -0.13 0.98 0.08
Cl1 0.09 2.65 -0.01
C4 1.05 0.16 0.47
C5 2.18 -0.41 -0.34
H1 -1.70 -1.62 0.62
H2 -2.43 -0.73 -1.15
H3 -3.35 -0.47 0.26
H4 -1.86 1.59 -0.53
H5 0.69 -0.90 0.94
H6 1.39 0.55 1.51
H7 3.25 0.15 -0.75
H8 2.59 -1.22 0.36
H9 1.82 -0.84 -1.34

Mulliken population analysis, charges in e, atoms 1 to 4:
1. C -0.87
2. C -0.55
3. C 0.55
4. Cl -0.26


2.
Entry from the OMol25 dataset: a 2-piece molecular cluster, C5H11NO overall at a distorted geometry (the ωB97M-V functional and the def2-TZVPD basis).

Summary:
ΔE to the lowest compared entry with this formula, charge and spin = 403.3 kJ/mol
maximum force = 1.70 eV/Å
lowest unoccupied orbital energy = 0.8 eV
frontier orbital gap = 0.368 Ha

Positions of all 18 atoms, in Å:
C1 -1.35 -0.79 -1.48
C2 -0.30 -0.44 0.06
C3 0.44 -0.80 -1.09
N1 -0.47 0.81 0.39
C4 2.13 0.69 0.88
C5 -1.45 1.01 1.32
O1 -2.38 0.25 1.55
H1 -1.41 0.09 -2.12
H2 -1.53 -1.75 -1.95
H3 -2.19 -0.64 -0.75
H4 -0.62 -1.29 0.66
H5 1.71 -0.03 0.17
H6 1.03 -1.74 -1.08
H7 0.95 -0.03 -1.68
H8 3.19 0.48 0.85
H9 1.88 1.70 0.55
H10 1.70 0.52 1.87
H11 -1.32 1.97 1.85

Mulliken population analysis, charges in e, atoms 1 to 4:
1. C -1.10
2. C 0.37
3. C -0.65
4. N -0.58


3.
Entry from the OMol25 dataset: C3H6Br4N2O as an isolated structure at a distorted geometry (the ωB97M-V functional and the def2-TZVPD basis).

Summary:
ΔE to the lowest compared entry with this formula, charge and spin = 285.1 kJ/mol
maximum force = 3.72 eV/Å
lowest unoccupied orbital energy (alpha / beta) = -9.8 / -8.9 eV
frontier orbital gap (alpha / beta) = 0.230 / 0.302 Ha
net charge = +2

Positions of all 16 atoms, in Å:
C1 0.22 -0.42 0.57
C2 0.96 0.53 1.03
C3 -1.84 -0.36 -1.16
N1 2.04 1.31 0.51
N2 -2.42 -1.70 -1.35
O1 -0.48 -1.34 0.38
Br1 4.85 1.54 2.51
Br2 0.90 0.64 3.02
Br3 -1.24 0.50 -2.68
Br4 -2.72 0.78 0.10
H1 2.32 2.19 1.06
H2 3.09 0.89 0.72
H3 1.77 1.50 -0.51
H4 -1.72 -2.20 -1.99
H5 -3.40 -1.57 -1.73
H6 -2.34 -2.29 -0.48

Mulliken population analysis, charges in e, atoms 1 to 4:
1. C 0.88
2. C -0.39
3. C -0.20
4. N -0.32


4.
Entry from the OMol25 dataset: a 3-piece molecular cluster, C3H12O3S2 overall at a distorted geometry (the ωB97M-V functional and the def2-TZVPD basis).

Summary:
ΔE to the lowest compared entry with this formula, charge and spin = 128.1 kJ/mol
maximum force = 6.44 eV/Å
lowest unoccupied orbital energy = 0.3 eV
frontier orbital gap = 0.339 Ha

Positions of all 20 atoms, in Å:
O1 -2.43 0.36 0.00
C1 -1.74 -0.27 1.05
C2 -0.31 -0.67 0.75
C3 0.63 -0.60 1.93
S1 2.36 -0.62 1.36
S2 2.70 -2.42 0.33
H1 -1.85 1.01 -0.32
H2 -2.23 -1.23 1.12
H3 -1.84 0.29 1.93
H4 0.04 0.02 -0.09
H5 -0.39 -1.75 0.28
H6 0.58 -1.33 2.67
H7 0.54 0.46 2.48
H8 2.85 -1.92 -0.85
O2 -0.30 0.38 -2.46
H9 0.36 0.86 -3.06
H10 -0.80 -0.15 -2.97
O3 0.73 2.84 -1.39
H11 1.20 2.12 -0.94
H12 -0.09 2.61 -1.80

Mulliken population analysis, charges in e, atoms 1 to 4:
1. O -0.49
2. C -0.58
3. C 0.14
4. C -0.77


5.
Entry from the OMol25 dataset: an isolated ion of composition O4S3 and charge -2 at a distorted geometry (the ωB97M-V functional and the def2-TZVPD basis).

Summary:
ΔE to the lowest compared entry with this formula, charge and spin = 63.0 kJ/mol
maximum force = 3.57 eV/Å
lowest unoccupied orbital energy (alpha / beta) = 6.0 / 6.0 eV
frontier orbital gap (alpha / beta) = 0.218 / 0.212 Ha
net charge = -2

Positions of all 7 atoms, in Å:
O1 0.08 -1.50 -1.67
S1 -0.21 -0.06 -1.57
O2 0.67 0.59 -2.58
S2 -0.11 0.04 0.87
O3 -0.16 -1.33 1.41
O4 -1.42 0.68 1.00
S3 1.14 1.58 2.53

Mulliken population analysis, charges in e, atoms 1 to 4:
1. O -0.52
2. S 0.50
3. O -0.57
4. S 0.56


6.
Entry from the OMol25 dataset: one molecule with the formula C8H16BN at a distorted geometry (the ωB97M-V functional and the def2-TZVPD basis).

Summary:
ΔE to the lowest compared entry with this formula, charge and spin = 0.0 kJ/mol
maximum force = 5.55 eV/Å
lowest unoccupied orbital energy = 0.6 eV
frontier orbital gap = 0.320 Ha

Positions of all 26 atoms, in Å:
C1 -1.69 -2.53 -0.38
B1 -0.79 -1.20 -0.03
C2 0.74 -0.96 -0.04
C3 1.67 -2.16 -0.04
C4 1.14 0.35 0.16
C5 2.57 0.83 0.29
C6 -0.14 1.27 0.29
C7 0.00 2.42 -0.70
N1 -1.27 0.43 0.15
C8 -2.60 0.81 0.50
H1 -1.68 -3.42 0.32
H2 -1.24 -2.75 -1.36
H3 -2.75 -2.26 -0.61
H4 1.14 -3.03 0.29
H5 2.57 -1.96 0.55
H6 1.80 -2.35 -1.16
H7 3.04 0.58 1.34
H8 2.59 1.89 0.40
H9 3.21 0.59 -0.58
H10 0.02 1.63 1.29
H11 0.19 1.98 -1.74
H12 0.98 3.01 -0.58
H13 -0.80 3.04 -0.75
H14 -3.32 0.35 -0.15
H15 -2.84 0.56 1.58
H16 -2.72 1.96 0.39

Mulliken population analysis, charges in e, atoms 1 to 4:
1. C -0.95
2. B 0.20
3. C 0.72
4. C -1.44


Q: What is the formula in the fourth record?
A: C3H12O3S2


Q: Which of these has the highest ΔE to the lowest compared entry with this formula, charge and spin?
A: C5H11NO